(1)
C12H47NO12 | ωB97M-V with the def2-TZVPD basis set

Geometry as XYZ:
```
72
Properties=species:S:1:pos:R:3:forces:R:3:lowdin_charge:R:1
C 0.93520 5.77070 -1.75454 -0.401 -0.548 -0.088 -0.03
C 0.45196 5.32799 -0.34073 1.096 1.525 -1.265 -0.53
C 0.32014 6.63217 0.46492 -0.732 -0.251 0.373 -0.04
C -0.89485 4.63335 -0.46055 -0.357 -1.012 0.828 -0.13
C -0.74800 3.21307 -1.01330 0.179 -0.408 0.064 -0.16
C 0.10496 2.39272 -0.04634 0.270 0.178 0.790 -0.14
C 1.50344 3.01608 0.19688 -0.434 -0.208 0.284 -0.49
C 2.13484 2.49437 1.51020 0.884 -0.723 -0.438 -0.03
C 2.37783 2.55965 -0.97742 0.311 0.665 -0.440 -0.02
N 1.42468 4.47380 0.30108 -0.665 -0.729 1.340 -0.11
O 2.71777 5.04288 0.41742 -0.361 0.052 -0.209 -0.01
H 0.97807 4.90413 -2.41755 -0.043 0.112 -0.106 0.06
H 1.93030 6.21107 -1.75283 -0.035 0.088 0.266 0.08
H 0.21439 6.48216 -2.16102 0.113 0.052 -0.126 0.08
H -0.44117 7.27350 0.01404 0.058 -0.016 -0.131 0.08
H 1.23993 7.20870 0.52962 0.128 -0.183 -0.073 0.08
H -0.04264 6.40578 1.47229 0.178 -0.001 0.054 0.08
H -1.33224 4.51982 0.53951 0.111 0.162 0.107 0.12
H -1.62558 5.22280 -1.01332 0.294 0.171 -0.273 0.12
H -0.32583 3.28217 -2.01702 0.059 -0.330 -0.029 0.10
H -1.68726 2.66010 -1.07185 -0.268 0.473 -0.294 0.09
H 0.27973 1.33775 -0.27505 -0.029 0.170 -0.797 0.11
H -0.47521 2.23624 0.87378 0.134 0.734 0.231 0.10
H 3.21049 2.67662 1.43196 0.002 0.040 0.151 0.07
H 1.83719 2.88352 2.48553 -0.612 0.408 -0.361 0.08
H 2.05220 1.40599 1.58078 -0.149 -0.013 -0.156 0.08
H 3.42395 2.80019 -0.78452 0.048 -0.383 0.070 0.08
H 2.21386 1.51354 -1.22657 0.345 -0.131 0.228 0.08
H 2.15425 3.13204 -1.88202 -0.276 -0.041 0.062 0.07
H 2.79806 5.16258 1.37118 0.150 0.117 -0.100 0.11
C -0.47640 -2.69313 0.30782 -0.355 0.183 -0.207 -0.14
O 0.23745 -1.47083 0.12776 -0.409 -0.335 0.424 -0.12
H -0.14594 -3.39046 -0.46178 0.128 -0.031 0.058 0.07
H -0.33115 -3.12002 1.30403 0.223 0.009 -0.011 0.08
H -1.54648 -2.51552 0.16654 0.265 -0.292 0.103 0.05
H 0.03103 -0.94571 0.91694 0.366 0.431 -0.076 0.05
C -3.66610 0.50089 0.10023 0.798 0.784 -0.464 -0.12
O -3.20908 -0.81547 0.30173 0.094 -0.496 -0.014 -0.16
H -4.05845 0.67757 -0.90477 -0.532 -0.390 0.161 0.09
H -4.36397 0.76768 0.88873 -0.253 -0.112 -0.148 0.09
H -2.84172 1.22671 0.14088 0.116 -0.173 0.348 0.06
H -2.92165 -1.26151 -0.52716 -0.421 0.348 0.276 0.04
C 1.36198 -5.53786 1.92765 -0.321 -0.067 0.795 -0.12
O 0.76883 -5.96906 0.70750 -0.081 0.416 -0.301 -0.15
H 0.60908 -5.19870 2.64894 -0.127 -0.156 -0.108 0.08
H 1.92195 -6.34156 2.40571 0.215 0.116 -0.109 0.09
H 1.98779 -4.66637 1.74344 0.179 -0.211 -0.267 0.09
H 0.50363 -6.89273 0.72825 0.101 -0.035 0.233 0.11
O 0.36723 -3.02895 -3.35128 -0.340 0.175 0.182 -0.06
H 0.47177 -2.35475 -4.03012 0.105 -0.039 0.001 0.04
H 0.94066 -2.73171 -2.62918 0.325 0.025 -0.086 0.00
O -1.54557 -5.85349 -1.73094 0.011 -0.131 -0.145 -0.05
H -1.03952 -5.18901 -1.25444 0.063 -0.009 -0.033 -0.01
H -1.87436 -6.44478 -1.04432 -0.131 0.207 0.037 0.02
O -2.18778 -5.74347 1.19971 0.216 0.142 0.169 -0.05
H -1.28445 -5.39935 1.13544 -0.056 -0.099 -0.039 -0.01
H -2.62867 -5.15324 1.82028 -0.061 -0.082 -0.088 0.04
O -2.57784 -2.22154 -1.93224 0.135 0.205 -0.400 -0.04
H -1.74595 -1.91251 -2.31823 0.034 -0.235 -0.034 0.06
H -2.71520 -3.09627 -2.31505 0.011 -0.036 0.118 0.07
O -0.11121 0.03741 2.70146 -0.563 -0.331 -0.070 -0.07
H -0.96344 -0.44096 2.83575 0.557 0.218 0.226 0.00
H -0.24180 0.89638 3.11541 0.095 0.001 -0.123 0.04
O 2.50655 -4.70259 -1.12835 -0.040 -0.304 0.340 -0.05
H 2.79836 -5.34955 -1.77887 -0.052 0.120 -0.021 0.06
H 2.01563 -5.21454 -0.45696 0.034 0.105 -0.463 0.01
O -2.36679 -1.48281 2.82428 -0.248 -0.202 -0.367 -0.07
H -2.66762 -1.35394 1.89522 -0.090 0.137 0.104 0.02
H -2.93664 -2.16908 3.18268 0.082 0.111 0.129 0.06
O 2.60520 -1.86351 -1.32705 -0.391 -0.249 -0.008 -0.09
H 1.81397 -1.65477 -0.79446 0.322 0.083 0.034 -0.01
H 2.77620 -2.80236 -1.13578 -0.003 0.228 -0.117 0.00
```
Forces are in eV/Å.

Summary:
HOMO energy: -7.82 eV
Molar mass: 397.50 g/mol
E: -1442.97030 Eh
LUMO level: 0.04 eV
Maximum force: 2.26 eV/Å
Structure (SMILES): CC1(C)CCCC(C)(C)N1O.CO.CO.CO.O.O.O.O.O.O.O.O
Relative energy (zero: lowest compared OMol25 entry of this formula, charge and spin): 5.4 kcal per mole
Multiplicity: 1
Gap between HOMO and LUMO: 7.861 eV

(2)
C6H21NO5 | ωB97M-V with the def2-TZVPD basis set

Geometry as XYZ:
```
33
Properties=species:S:1:pos:R:3:forces:R:3:lowdin_spin:R:1
O -0.83167 0.87982 2.48417 -0.090 0.535 0.026 0.34
C -0.71935 -0.30460 2.00712 0.723 -0.622 -0.016 0.41
C 0.29363 -0.67505 0.91743 -1.754 -0.909 0.810 0.06
C -0.32221 -0.53720 -0.50128 0.943 1.131 0.040 0.03
C -0.26697 0.94308 -0.92676 -0.596 -0.123 0.411 0.00
C -1.73795 -1.05710 -0.57336 -1.130 0.295 -1.084 0.02
C -2.41727 -1.04345 -1.97458 0.356 -1.333 0.641 0.00
N 0.71340 -2.09077 1.04277 0.772 -0.133 -0.228 0.03
H -1.32286 -1.17111 2.35743 -0.064 0.226 0.005 0.05
H 1.18833 -0.08913 1.07894 0.091 0.466 -0.416 0.01
H 0.35886 -1.06989 -1.16182 -0.278 -0.559 -0.221 0.00
H -0.74733 1.57917 -0.18241 0.237 -0.115 0.325 0.00
H -0.83297 1.15436 -1.83075 0.194 -0.131 -0.471 0.00
H 0.75705 1.27985 -1.04091 0.219 0.137 -0.153 0.00
H -1.90168 -2.04341 -0.13837 0.307 -0.053 0.105 0.00
H -2.39301 -0.38249 -0.03247 0.208 0.064 0.757 0.01
H -1.93248 -1.73222 -2.67422 0.253 0.333 -0.201 0.00
H -2.50001 -0.04494 -2.37308 -0.007 0.208 -0.317 0.00
H -3.41375 -1.48383 -1.85193 -0.085 0.351 -0.037 0.00
H -0.01986 -2.73132 0.77691 -0.286 0.054 -0.170 0.00
H 0.86828 -2.28133 2.02271 0.000 0.080 0.301 0.02
H 1.36901 2.26879 1.37828 0.298 0.126 0.016 0.00
H 2.34532 1.67298 0.39418 0.285 0.131 0.394 0.00
O 2.24389 2.44047 0.97901 -0.637 -0.190 -0.091 0.00
H -3.06389 1.71935 -0.22313 -0.139 -0.192 0.333 0.00
H -3.20948 2.15523 1.27924 0.240 -0.444 -0.023 0.00
O -2.79657 2.36340 0.43668 -0.172 0.755 -0.353 0.00
H 1.58871 -0.44151 -2.39667 -0.125 -0.018 -0.014 0.00
H 1.01327 -1.17400 -3.59004 -0.032 -0.019 0.047 0.00
O 1.81426 -1.10136 -3.06255 0.250 0.116 -0.184 0.00
H 3.21569 -1.00666 0.31542 -0.188 0.389 0.480 0.00
H 3.36767 -0.19365 -0.89582 0.244 0.401 0.342 0.00
O 3.43796 -0.08920 0.07123 -0.037 -0.953 -1.052 0.00
```
Forces are in eV/Å.

Summary:
HOMO energy (alpha / beta): -0.12 / -3.57 eV
Molar mass: 187.24 g/mol
E: -672.11831 Eh
LUMO level (alpha / beta): 3.03 / 3.02 eV
Maximum force: 2.14 eV/Å
Total charge: -1
Relative energy (zero: lowest compared OMol25 entry of this formula, charge and spin): 0.0 kcal per mole
Expectation value of S²: 0.75
Multiplicity: 2
Gap between HOMO and LUMO (alpha / beta): 3.148 / 6.586 eV

(3)
C24H40N3NaO2P2 | ωB97M-V with the def2-TZVPD basis set

Geometry as XYZ:
```
72
Properties=species:S:1:pos:R:3:forces:R:3:lowdin_charge:R:1
Na -0.60648 0.11887 -1.28712 -0.172 0.695 -0.742 0.11
C 3.21432 -1.90693 -0.54652 -0.222 0.121 0.089 -0.23
P 2.08042 -0.50723 -0.95852 0.938 -0.249 -1.224 1.02
C 2.44772 0.47697 0.52948 1.054 0.254 -0.205 -0.40
N 3.64432 1.01077 0.67758 -0.422 0.013 0.428 0.14
C 3.91262 1.60867 1.86268 -0.574 -0.101 0.142 -0.20
C 5.15952 2.21357 2.07708 0.439 0.361 0.410 -0.01
C 5.43282 2.81847 3.28138 0.269 -0.221 -0.807 -0.07
C 4.48292 2.82367 4.30618 -0.788 -0.181 0.364 -0.07
C 3.25682 2.22637 4.13168 0.472 0.334 0.318 -0.01
C 2.94632 1.61357 2.90728 0.132 -0.068 -0.467 -0.20
N 1.74412 1.01607 2.74178 0.314 -0.051 -0.479 0.14
C 1.49542 0.47607 1.56398 -0.094 0.309 1.114 -0.40
P -0.02688 -0.49353 1.31568 -1.007 -0.215 1.057 1.03
C 0.40922 -1.86303 2.47408 0.089 0.085 -0.227 -0.23
C -1.34308 0.40977 2.32608 0.080 0.083 0.107 -0.71
C -1.57108 1.75507 1.64048 0.122 -0.194 -0.097 -0.09
C -2.61478 -0.43383 2.19868 0.202 -0.067 -0.161 -0.10
C -1.01698 0.62167 3.80218 0.053 0.073 -0.089 -0.10
C 3.04942 0.31527 -2.35912 0.024 0.113 0.149 -0.72
C 2.39482 1.67187 -2.61712 -0.182 -0.146 0.143 -0.10
C 4.54292 0.51037 -2.11312 -0.014 0.062 0.023 -0.10
C 2.83782 -0.58763 -3.57492 -0.191 -0.066 0.214 -0.11
H 4.19032 -1.51373 -0.26012 -0.009 -0.117 -0.024 0.04
H 3.30022 -2.57083 -1.40522 0.037 -0.024 0.018 0.04
H 2.79412 -2.47103 0.28508 0.033 -0.076 0.020 0.02
H 5.88392 2.19177 1.27748 0.063 0.014 -0.089 0.11
H 6.39062 3.29437 3.43998 0.037 -0.001 -0.012 0.11
H 4.71712 3.30407 5.24528 -0.002 0.014 0.062 0.10
H 2.51262 2.21527 4.91368 -0.061 0.010 0.063 0.11
H 0.78902 -1.45013 3.40808 -0.028 -0.104 0.032 0.04
H 1.17622 -2.48643 2.01578 0.012 -0.062 0.037 0.02
H -0.47108 -2.47893 2.65178 0.015 -0.028 0.046 0.04
H -1.84008 1.60857 0.59318 -0.018 0.203 -0.123 0.06
H -0.67178 2.36737 1.68898 0.035 0.138 -0.055 0.08
H -2.37958 2.29937 2.12868 -0.071 0.021 0.067 0.09
H -2.82208 -0.63413 1.14738 -0.111 -0.018 -0.015 0.05
H -3.46158 0.10377 2.62638 -0.041 0.051 0.067 0.09
H -2.51098 -1.38233 2.72668 -0.069 -0.076 0.031 0.07
H -0.08698 1.17397 3.91118 -0.191 -0.058 0.138 0.05
H -0.92578 -0.32763 4.32638 0.008 -0.065 0.128 0.07
H -1.82038 1.19127 4.27098 -0.153 -0.005 0.034 0.08
H 2.51602 2.32917 -1.75702 -0.020 0.116 0.049 0.08
H 1.32622 1.56757 -2.81852 -0.064 0.118 0.004 0.05
H 2.85602 2.15367 -3.47802 0.083 0.031 -0.097 0.09
H 4.70362 1.09677 -1.21332 0.137 -0.044 -0.180 0.05
H 4.98432 1.04037 -2.95842 -0.003 -0.011 -0.158 0.08
H 5.06502 -0.43883 -2.00972 0.082 -0.094 0.011 0.07
H 1.77662 -0.80983 -3.70602 -0.013 -0.016 -0.141 0.07
H 3.37632 -1.52723 -3.46592 0.037 -0.120 -0.042 0.07
H 3.20142 -0.09583 -4.47462 0.051 0.088 -0.104 0.09
O -2.73288 -3.08193 -2.06092 0.383 -0.285 -0.290 0.13
C -3.08368 -1.97733 -1.43702 -0.347 0.069 0.145 -0.47
O -2.30958 -1.08383 -1.19602 -0.554 -0.611 0.074 0.01
C -4.57578 -1.90933 -1.08542 0.317 0.197 0.011 -0.22
N -5.18418 -3.18893 -1.45912 -0.295 -0.155 0.308 -0.04
C -6.19178 -2.94453 -2.49382 -0.312 -0.058 -0.389 -0.19
C -5.72178 -1.65423 -3.16332 -0.079 -0.133 0.179 -0.16
C -5.25108 -0.83923 -1.96142 0.053 -0.045 -0.030 -0.11
H -4.66988 -1.67063 -0.02242 0.088 -0.096 -0.084 0.15
H -5.55788 -3.69583 -0.66552 0.081 0.091 -0.107 0.13
H -3.55938 -3.62983 -2.13232 0.062 0.257 0.278 0.11
H -7.19168 -2.79603 -2.06502 0.081 -0.037 -0.041 0.12
H -6.22838 -3.79533 -3.17642 -0.104 0.066 -0.015 0.11
H -6.51718 -1.16833 -3.72232 0.009 0.016 -0.059 0.11
H -4.88818 -1.85333 -3.83882 -0.009 -0.010 -0.046 0.12
H -6.11078 -0.41423 -1.44162 0.041 0.008 0.051 0.12
H -4.55758 -0.04013 -2.20962 -0.006 0.110 0.014 0.12
C -1.45678 2.28027 -2.25402 0.410 -0.967 0.435 -0.23
H -0.89618 3.02337 -1.69822 0.126 0.475 0.081 -0.11
H -2.51988 2.43127 -2.09642 -0.327 0.100 0.068 -0.11
H -1.23688 2.36247 -3.31032 0.086 0.179 -0.410 -0.11
```
Forces are in eV/Å.

Summary:
HOMO energy: -5.11 eV
Molar mass: 487.54 g/mol
E: -2098.23786 Eh
LUMO level: -0.74 eV
Maximum force: 1.56 eV/Å
Relative energy (zero: lowest compared OMol25 entry of this formula, charge and spin): 19.5 kcal per mole
Multiplicity: 1
Gap between HOMO and LUMO: 4.362 eV